DFT (ωB97M-V/def2-TZVPD) results for the molecule C4H10N2O2 in a non-equilibrium geometry.

ΔE to the lowest compared entry with this formula, charge and spin = 140.3 kcal/mol
total energy = -11380.8176 eV
gap between HOMO and LUMO (spin up / spin down) = 9.17 / 8.47 eV
strongest force on any atom = 3.17 eV Å⁻¹

Each line ends with the Mulliken charge.
Positions of all 18 atoms, in Å:
C1 -0.0734 -1.5328 0.2091  -1.802
C2 0.0942 -0.4032 -2.0421  -1.522
C3 -0.3830 -0.2600 -0.6035  1.659
O1 -1.6972 0.1245 -0.4904  -0.567
H1 -0.4357 -1.4458 1.2321  0.382
H2 -0.6141 -2.3507 -0.2656  0.443
H3 0.9935 -1.7523 0.2073  0.357
H4 -0.1856 0.4793 -2.6167  0.373
H5 -0.3787 -1.2741 -2.4964  0.387
H6 1.1775 -0.5280 -2.0764  0.330
N1 1.4485 0.8242 0.8976  -0.565
C4 0.2470 1.0159 0.1605  -0.320
O2 -0.9106 0.9516 2.1460  -0.327
N2 -1.0134 1.3284 0.8425  -0.192
H7 -1.7637 1.1948 2.5363  0.398
H8 1.7793 1.6877 1.3120  0.256
H9 1.3439 0.1391 1.6347  0.276
H10 0.3715 1.8015 -0.5870  0.433


DFT (ωB97M-V/def2-TZVPD) results for a structure of composition C4H10N2O2 in a non-equilibrium geometry.

ΔE to the lowest compared entry with this formula, charge and spin = 134.5 kcal/mol
total energy = -11381.0703 eV
gap between HOMO and LUMO = 8.57 eV
strongest force on any atom = 1.71 eV Å⁻¹

Each line ends with the Mulliken charge.
Positions of all 18 atoms, in Å:
C1 1.0682 0.5706 -1.5959  -0.146
N1 -0.2521 0.0449 -1.0913  -0.171
O1 1.7122 1.2456 -0.5799  -0.574
O2 1.7937 -0.4727 -2.1609  -0.562
H1 1.9844 -1.0925 -1.4348  0.421
H2 1.8780 0.5888 0.1255  0.454
H3 0.8546 1.2850 -2.3912  0.389
H4 -0.7920 0.7485 -0.3119  0.429
H5 -0.7403 -0.4220 -1.8526  0.281
C2 -0.1544 -0.8663 0.2146  -0.118
C3 -0.9151 0.6109 1.2858  -0.487
C4 -2.1052 0.4702 1.8736  -0.523
N2 1.0540 -1.2285 0.5112  -0.861
H6 1.0731 -2.0247 1.1405  0.188
H7 -1.0363 -1.5041 0.2723  0.537
H8 -0.1557 1.2341 1.7605  0.267
H9 -2.8609 -0.2021 1.4690  0.204
H10 -2.4062 1.0142 2.7654  0.271


DFT (ωB97M-V/def2-TZVPD) results for a cluster of 2 separate species, C4H10N2O2 in total.

structure (SMILES) = CC(N)=O.CC(N)=O
ΔE to the lowest compared entry with this formula, charge and spin = 9.8 kcal/mol
total energy = -11386.4766 eV
gap between HOMO and LUMO = 10.16 eV
strongest force on any atom = 0.81 eV Å⁻¹

Each line ends with the Mulliken charge.
Positions of all 18 atoms, in Å:
C1 -0.3649 1.5441 -0.4012  -1.175
C2 1.0749 1.7071 -0.8121  0.705
O1 1.9964 1.3115 -0.1313  -0.604
N1 1.2546 2.3245 -2.0099  -0.385
H1 -0.9968 2.4091 -0.6047  0.385
H2 -0.4546 1.2205 0.6363  0.392
H3 2.1696 2.4218 -2.4200  0.243
H4 0.4681 2.5591 -2.6071  0.184
H5 -0.8178 0.7597 -1.0162  0.274
C3 -1.3659 -2.0149 0.4253  -0.814
C4 -0.4597 -1.9683 1.6344  0.630
O2 -0.7893 -2.4504 2.6985  -0.609
N2 0.7768 -1.4367 1.4112  -0.306
H6 1.5008 -1.5257 2.1048  0.197
H7 0.8979 -0.7272 0.7088  0.152
H8 -1.5643 -1.0515 -0.0443  0.163
H9 -2.3307 -2.3753 0.7620  0.303
H10 -0.9951 -2.7075 -0.3346  0.266


The highest total energy belongs to which entry? number 1


ΔE to the lowest compared entry with this formula, charge and spin of number 3 (C4H10N2O2)? 9.8 kcal/mol


Which formula does entry 2 have? C4H10N2O2